107
Properties=species:S:1:pos:R:3:forces:R:3:lowdin_charge:R:1 method="wB97M-V/def2-TZVPD" fmax_ev_per_a=0.7 spin_multiplicity=1 relative_energy_kcal_mol=0.00 total_charge=0 energy_ev=-72867.99188
P 2.738 0.081 0.007 0.1 0.1 0.2 1.118
P -1.482 -1.645 -0.422 -0.6 -0.3 0.2 1.137
Si -0.132 0.128 1.806 0.0 -0.4 0.2 0.661
O -0.113 1.014 -1.646 -0.1 0.2 -0.1 -0.054
N -0.355 2.400 -3.396 0.0 -0.1 0.1 0.218
C 4.514 1.634 2.552 0.1 0.0 -0.1 -0.206
C -0.627 -3.272 -0.111 0.1 0.2 -0.4 -0.381
C 1.258 -4.831 -0.743 -0.1 0.0 -0.1 -0.187
C 3.271 -2.407 1.320 0.0 0.1 0.1 -0.132
C 0.173 1.117 3.403 -0.1 0.3 -0.2 -0.230
C 3.287 -1.415 -4.484 -0.1 0.0 0.1 -0.200
C 5.700 -0.221 0.623 -0.1 0.0 0.0 -0.197
C -1.811 -1.650 -3.153 -0.1 0.0 0.0 -0.220
C -3.657 -2.979 -1.998 0.1 0.0 -0.1 -0.190
C 2.681 -0.729 -1.673 0.0 0.2 0.0 -0.460
C -1.762 2.681 -1.382 -0.1 -0.2 0.2 -0.174
C -1.534 -4.477 0.147 0.2 -0.1 0.1 -0.185
C -0.688 1.994 -2.167 0.1 -0.1 0.1 -0.465
C -2.450 -1.482 1.124 0.0 -0.1 0.1 -0.360
C -3.389 -3.105 -4.501 0.1 0.0 0.1 -0.187
C 2.925 0.347 -2.744 -0.1 -0.1 0.0 -0.232
C 2.412 -1.308 1.174 0.0 -0.2 0.0 -0.362
C 4.521 0.675 0.197 -0.1 0.0 0.2 -0.423
C 0.433 -3.615 -1.169 0.0 0.0 0.2 -0.197
C 2.496 -0.158 -4.121 0.1 0.0 0.0 -0.210
C -3.323 -3.886 -3.183 0.0 0.1 0.0 -0.207
C 1.243 -1.233 1.960 0.1 0.0 0.1 -0.305
C -2.642 -1.812 -1.861 0.1 0.0 0.0 -0.391
C 0.353 -6.029 -0.458 0.0 0.1 0.1 -0.197
C 3.039 -3.387 2.270 0.0 0.0 0.1 -0.099
C 4.516 1.957 1.059 -0.1 -0.1 0.0 -0.235
C 1.923 -3.293 3.092 -0.1 0.0 0.0 -0.086
C -1.758 -0.860 2.194 -0.1 0.0 -0.1 -0.294
C -4.390 -1.842 2.521 0.0 0.0 0.0 -0.089
C 3.106 -2.492 -3.414 0.1 0.1 0.0 -0.193
C 5.784 0.865 2.908 -0.1 -0.1 0.0 -0.205
C -3.755 -1.947 1.291 0.1 0.1 0.0 -0.089
C -0.687 -5.670 0.602 0.0 0.0 -0.1 -0.186
C 1.044 -2.235 2.926 0.0 0.0 -0.1 -0.114
C -2.426 -0.790 3.423 0.1 0.0 -0.1 -0.100
C 5.823 -0.452 2.135 0.1 0.2 -0.1 -0.200
C 3.483 -1.983 -2.015 -0.1 0.0 -0.1 -0.199
C -2.402 1.579 -0.497 0.0 0.2 -0.2 -0.196
C -3.714 -1.280 3.594 0.0 0.0 0.0 -0.087
C -2.726 -1.712 -4.375 0.0 -0.1 0.1 -0.182
Be -0.950 0.561 -0.211 0.4 0.2 -0.2 -0.038
H 3.739 -4.208 2.384 0.0 0.0 0.0 0.106
H 2.056 -2.808 -3.400 0.1 0.0 0.0 0.102
H -3.215 1.121 -1.076 0.1 -0.1 0.0 0.040
H -5.404 -2.205 2.639 0.0 0.0 0.0 0.100
H -1.248 3.406 -0.739 0.0 0.0 -0.1 0.127
H 4.167 -2.479 0.718 0.0 0.0 0.0 0.088
H 3.706 -3.372 -3.659 0.0 0.0 0.0 0.111
H -2.161 -1.482 -5.281 0.0 0.0 0.0 0.104
H -2.283 -4.239 0.904 -0.1 0.0 0.0 0.107
H 4.437 2.551 3.141 0.0 0.0 0.0 0.109
H 0.404 0.454 4.242 0.0 0.0 0.0 0.024
H -2.903 -3.683 -5.290 0.0 0.0 0.0 0.105
H 3.995 0.584 -2.787 0.0 0.0 0.0 0.108
H -0.176 -5.412 1.538 0.0 0.0 0.0 0.113
H -4.297 -2.370 0.455 0.0 0.0 0.0 0.086
H -2.437 3.239 -2.037 0.0 0.0 0.0 0.107
H -3.492 -0.935 -4.276 0.0 0.0 0.0 0.112
H -0.053 -3.841 -2.125 0.0 0.0 0.0 0.100
H 4.349 -1.155 -4.558 0.0 0.0 0.0 0.114
H 6.657 1.475 2.643 0.0 0.0 0.0 0.111
H 5.834 0.674 3.983 0.0 0.0 0.0 0.107
H 5.010 -1.080 2.493 -0.1 -0.1 0.0 0.089
H -1.333 -6.527 0.807 0.0 0.0 0.0 0.109
H 2.398 1.265 -2.470 0.0 0.0 0.0 0.088
H 1.614 -0.988 -1.734 0.0 0.1 0.0 0.079
H 3.289 -2.780 -1.297 0.1 0.0 0.1 0.080
H 0.947 -6.890 -0.141 0.0 0.0 0.0 0.108
H -1.062 -2.441 -3.236 0.0 0.0 0.0 0.093
H -4.019 -4.726 -3.214 0.0 0.0 0.0 0.112
H 4.714 0.994 -0.831 0.0 0.0 -0.1 0.085
H -1.926 -0.330 4.271 0.0 0.0 0.0 0.091
H -4.198 -1.208 4.562 0.0 0.0 0.0 0.100
H 5.676 -1.175 0.090 0.0 0.0 0.0 0.084
H -2.896 2.048 0.357 0.1 -0.1 0.1 0.050
H 1.732 -4.049 3.845 0.0 0.0 0.0 0.103
H 0.362 1.912 -3.907 0.0 0.0 0.0 0.105
H 3.648 2.566 0.798 0.0 0.0 0.0 0.090
H 1.011 1.812 3.281 0.0 -0.1 0.0 0.011
H -2.054 -4.759 -0.773 0.0 0.0 0.0 0.097
H 4.556 -1.756 -1.987 0.0 0.0 0.0 0.116
H 6.616 0.289 0.297 0.0 0.0 0.0 0.114
H 1.822 -4.576 0.160 0.0 0.0 0.0 0.097
H 5.414 2.547 0.833 0.0 0.0 0.0 0.113
H 6.757 -0.985 2.338 0.0 0.0 0.0 0.111
H 0.149 -2.193 3.541 0.1 0.0 0.0 0.098
H 3.639 1.017 2.786 0.0 0.0 0.1 0.103
H -2.324 -4.315 -3.049 0.0 0.0 0.0 0.097
H 2.980 -1.796 -5.461 0.0 0.0 0.0 0.107
H -0.095 -3.055 0.816 0.1 0.0 0.1 0.089
H 1.984 -5.078 -1.523 0.0 0.0 0.0 0.110
H -0.837 3.162 -3.835 0.0 0.0 0.0 0.116
H -1.262 -0.708 -3.118 0.0 0.0 0.0 0.088
H -0.706 1.720 3.663 0.1 -0.1 0.0 0.022
H -0.165 -6.315 -1.382 0.0 0.0 0.0 0.114
H -3.726 -3.570 -1.090 0.0 0.0 0.0 0.073
H 2.646 0.615 -4.881 0.0 0.0 0.0 0.106
H -3.213 -0.886 -1.756 0.0 0.1 0.0 0.088
H 1.425 -0.398 -4.102 0.0 0.0 0.0 0.103
H -4.649 -2.552 -2.169 0.0 0.0 0.0 0.119
H 1.093 -2.757 -1.320 -0.2 -0.2 0.0 0.067
H -4.436 -2.989 -4.791 0.0 0.0 0.0 0.105